(1)
The following is a quantum chemistry calculation of one molecule with the formula C6H11Cl in a non-equilibrium geometry, from the OMol25 dataset.

ΔE to the lowest compared entry with this formula, charge and spin (kcal/mol): 65.67
E_LUMO (eV): 0.77
SMILES: CC(C)(C)/C=C/Cl
Electronic energy (eV): -18919.7132

Each line ends with the natural charge from an NBO analysis.
Positions of all 18 atoms, in Å:
C -1.129 -0.698 0.186  -0.16
C -2.316 0.274 0.038  -0.30
C 0.361 0.345 -1.413  -0.59
C 1.245 -1.245 0.452  -0.57
C 0.556 1.078 0.940  -0.59
C 0.195 -0.117 0.076  -0.11
Cl -3.870 -0.247 -0.192  0.07
H -1.080 -1.765 -0.080  0.21
H -1.917 1.305 0.084  0.22
H 1.451 0.679 -1.387  0.21
H -0.390 1.211 -1.723  0.22
H 0.167 -0.571 -1.993  0.21
H 2.325 -0.819 0.334  0.20
H 1.119 -1.486 1.432  0.21
H 1.129 -2.092 -0.067  0.20
H 1.554 1.265 0.774  0.20
H 0.153 1.924 0.602  0.20
H 0.446 0.959 1.937  0.21

***

(2)
The following is a quantum chemistry calculation of a 9-piece molecular cluster, C5H26NO9S overall in a non-equilibrium geometry, from the OMol25 dataset.

ΔE to the lowest compared entry with this formula, charge and spin (kcal/mol): 64.73
Charge: -1
E_LUMO (eV): 2.89
Electronic energy (eV): -36361.3677

Each line ends with the natural charge from an NBO analysis.
Positions of all 42 atoms, in Å:
C -1.041 -1.710 2.856  -0.43
C -0.036 -2.708 2.272  -0.54
S 1.438 -2.952 3.252  -0.05
C -1.467 -0.540 1.934  -0.21
N -0.928 0.739 2.318  -0.63
C -1.283 1.726 1.298  -0.34
C -0.910 3.130 1.677  0.45
O -0.724 4.082 0.970  -0.53
H -2.017 -2.193 2.938  0.20
H -0.750 -1.245 3.782  0.22
H 0.353 -2.402 1.297  0.23
H -0.520 -3.629 1.988  0.22
H -1.260 -0.823 0.896  0.19
H -2.539 -0.450 1.852  0.18
H 0.076 0.821 2.348  0.38
H -2.385 1.809 1.441  0.20
H -1.213 1.473 0.255  0.22
H -0.956 3.186 2.795  0.09
H -1.883 1.495 -3.755  0.50
H -2.367 0.049 -3.989  0.46
O -2.616 0.888 -3.554  -0.97
H 0.382 1.622 -3.102  0.51
H -0.018 3.043 -3.284  0.47
O -0.009 2.224 -3.770  -1.00
H 1.979 -1.757 3.009  0.13
H 2.378 0.846 0.991  0.50
O 1.696 0.188 0.761  -1.05
H -1.531 -0.312 -2.478  0.47
H -0.228 -0.075 -1.690  0.51
O -0.955 -0.747 -1.869  -1.03
H 3.433 -1.894 -0.111  0.46
H 1.971 -1.590 0.237  0.50
O 2.641 -2.329 0.253  -0.97
H -0.296 -2.331 -2.336  0.50
H -0.048 -3.728 -1.816  0.46
O -0.328 -3.269 -2.618  -0.99
H 1.367 0.264 -0.187  0.52
H 1.705 0.557 -2.233  0.45
O 1.045 0.889 -1.627  -1.21
H 3.040 3.088 -1.338  0.45
H 2.062 1.982 -1.061  0.50
O 2.743 2.581 -0.605  -1.02

***

(3)
The following is a quantum chemistry calculation of a 2-piece molecular cluster, C5H14NO overall in a non-equilibrium geometry, from the OMol25 dataset.

ΔE to the lowest compared entry with this formula, charge and spin (kcal/mol): 11.20
Spin multiplicity: 2
E_LUMO (spin up / spin down) (eV): 0.89 / 0.89
<S²>: 0.7536
Electronic energy (eV): -8947.6284

Each line ends with the Mulliken spin population.
Positions of all 21 atoms, in Å:
C -0.732 -0.879 0.415  0.00
C -1.109 0.615 0.446  0.00
C -0.829 1.364 -0.841  0.00
C 0.661 1.480 -1.196  -0.03
C 2.513 2.781 -0.137  0.73
N 1.510 1.825 -0.088  0.26
H 0.200 -1.050 -0.133  0.00
H -0.519 -1.145 1.438  0.00
H -1.558 -1.443 -0.024  0.00
H -2.145 0.717 0.730  0.00
H -0.573 1.094 1.267  0.01
H -1.249 0.773 -1.664  -0.01
H -1.262 2.364 -0.927  0.00
H 1.058 0.594 -1.702  0.00
H 0.798 2.297 -1.886  0.02
H 3.255 2.793 0.637  0.02
H 2.629 3.325 -1.067  0.02
H 1.490 1.240 0.733  -0.03
H -1.440 -6.014 0.333  0.00
H -1.886 -6.064 1.810  0.00
O -1.469 -5.488 1.137  0.00

***

(4)
The following is a quantum chemistry calculation of C16H33AlBBr2Cl2F4INNa2O2PS as an isolated structure in a non-equilibrium geometry, from the OMol25 dataset.

E_LUMO (eV): -4.98
Electronic energy (eV): -243035.9027

Each line ends with the natural charge from an NBO analysis.
Positions of all 67 atoms, in Å:
C 4.205 3.373 2.438  -0.63
C 3.019 2.692 3.132  -0.14
Br 1.250 3.129 2.285  -0.14
C 3.170 1.213 3.353  -0.80
P 3.646 0.142 1.850  0.70
C 4.155 -1.017 0.383  -0.77
C 4.108 -0.412 -1.011  -0.18
C 4.596 1.020 -1.185  -0.64
I 2.076 -0.664 -1.771  -0.03
H 5.106 2.967 2.892  0.25
H 4.141 4.441 2.652  0.21
H 4.270 3.225 1.357  0.16
H 2.925 3.170 4.106  0.24
H 3.899 1.086 4.155  0.24
H 2.197 0.849 3.743  0.31
H 2.479 -0.713 2.087  -0.16
H 4.446 -0.730 2.720  -0.14
H 4.879 0.911 1.580  -0.22
H 2.818 1.020 0.869  -0.36
H 5.167 -1.387 0.564  0.24
H 3.460 -1.859 0.400  0.21
H 4.729 -1.026 -1.663  0.21
H 5.408 1.245 -0.498  0.27
H 3.784 1.740 -1.110  0.16
H 5.004 1.135 -2.193  0.21
N -2.893 -1.333 -0.079  -0.34
C -1.575 -1.314 -0.077  0.04
C -0.822 -0.293 0.488  -0.24
C -1.478 0.764 1.098  -0.17
C -2.869 0.755 1.105  -0.26
C -3.504 -0.320 0.497  0.01
H -1.097 -2.158 -0.566  0.19
H 0.251 -0.359 0.415  0.23
H -0.925 1.574 1.552  0.23
H -3.435 1.564 1.566  0.20
H -4.577 -0.392 0.455  0.10
Na 2.363 3.098 0.031  0.91
Na -5.643 0.713 1.208  0.98
B -5.002 -3.010 -2.295  1.35
F -5.002 -1.615 -2.414  -0.58
F -3.697 -3.489 -2.161  -0.57
F -5.782 -3.394 -1.199  -0.56
F -5.585 -3.569 -3.493  -0.47
Al 1.175 -1.940 -4.227  0.85
C -1.972 2.085 5.545  -0.82
S -2.816 0.656 4.907  1.25
O -3.876 1.159 3.888  -0.90
C -3.568 0.266 6.507  -0.80
H -1.377 2.515 4.747  0.27
H -2.705 2.815 5.902  0.22
H -1.309 1.766 6.344  0.30
H -4.153 1.110 6.864  0.24
H -2.738 0.055 7.181  0.25
H -4.197 -0.609 6.418  0.25
Cl -4.190 -3.119 -5.298  -0.17
Cl 0.930 1.184 5.411  -0.91
C -0.221 -2.620 -9.714  -0.72
C -1.158 -1.777 -8.880  0.59
O -2.047 -1.132 -9.376  -0.52
C -0.929 -1.779 -7.381  -0.73
H -0.493 -2.530 -10.762  0.24
H 0.808 -2.279 -9.583  0.22
H -0.294 -3.668 -9.417  0.23
H 0.072 -1.397 -7.162  0.19
H -1.033 -2.793 -6.989  0.24
H -1.668 -1.140 -6.901  0.25
Br -5.910 0.399 4.712  -0.28

***

(5)
The following is a quantum chemistry calculation of a 2-piece molecular cluster, C6H16N7O overall in a non-equilibrium geometry, from the OMol25 dataset.

Charge: +1
Spin multiplicity: 3
E_LUMO (spin up / spin down) (eV): -2.22 / -7.11
<S²>: 2.0122
Electronic energy (eV): -18946.8812

Each line ends with the Mulliken spin population.
Positions of all 30 atoms, in Å:
C 3.485 -2.368 0.344  0.00
C -3.494 -1.212 0.056  -0.05
C -1.137 -0.559 -0.717  0.74
C -0.293 2.758 -0.037  0.04
C 1.361 1.420 1.165  0.01
C 0.035 1.356 0.468  -0.06
N 2.576 -1.723 -0.036  0.00
N -3.980 -1.102 1.171  0.20
N -2.260 -0.443 -0.010  0.43
N 4.491 -3.087 0.680  0.00
N -3.656 -1.894 -1.121  -0.01
N 1.049 0.205 -1.475  0.01
N -0.115 0.280 -0.587  0.62
O -1.184 -1.452 -1.730  0.04
H 0.601 3.422 -0.194  0.00
H -0.833 2.768 -0.928  0.00
H -0.983 3.318 0.651  -0.01
H 1.959 0.520 1.252  0.00
H 1.213 1.859 2.229  0.00
H 2.073 2.190 0.711  0.00
H -0.672 1.098 1.312  0.04
H -4.875 -1.505 1.424  0.00
H -2.010 0.065 0.818  -0.04
H 5.041 -2.923 1.496  0.00
H 4.772 -3.860 0.152  0.00
H -4.568 -2.239 -1.143  0.00
H -3.263 -1.476 -1.914  0.00
H 1.252 1.170 -1.611  0.01
H 1.804 -0.187 -0.917  0.03
H -0.418 -1.425 -2.336  0.00

***

(6)
The following is a quantum chemistry calculation of one molecule with the formula C3H3NOS in a non-equilibrium geometry, from the OMol25 dataset.

ΔE to the lowest compared entry with this formula, charge and spin (kcal/mol): 19.59
E_LUMO (eV): 0.63
SMILES: Sc1cnco1
Electronic energy (eV): -17531.0910

Each line ends with the natural charge from an NBO analysis.
Positions of all 9 atoms, in Å:
C -0.607 -0.153 -0.005  0.05
C 0.232 0.911 0.068  -0.13
C 1.513 -0.825 -0.004  0.29
H -2.685 0.863 -0.048  0.13
H -0.074 1.976 -0.010  0.22
H 2.148 -1.664 0.056  0.21
N 1.548 0.500 -0.056  -0.44
O 0.204 -1.274 0.007  -0.43
S -2.279 -0.335 -0.009  0.10